No. 1
# C3H4N4Se

C3H4N4Se in the gas phase at a distorted geometry (the ωB97M-V functional and the def2-TZVPD basis, the OMol25 dataset).

Properties
SMILES: [H]/N=C(N)/N=C\N=C=[Se]
Molecular weight in g mol⁻¹: 175.05
Total energy in hartree: -2737.1197
HOMO energy in eV: -9.224
HOMO-LUMO gap in eV: 9.044

```
12
C3H4N4Se | the OMol25 dataset | the ωB97M-V functional and the def2-TZVPD basis
H 1.16 1.85 0.92
N 1.12 1.31 0.09
C 0.78 0.14 0.41
N 0.77 -0.53 1.65
N 0.79 -0.80 -0.56
C -0.02 -0.96 -1.49
N -1.17 -0.29 -1.61
C -1.74 0.58 -0.99
Se -2.80 1.80 -0.46
H 0.10 -1.29 1.67
H 0.83 -0.01 2.53
H 0.17 -1.79 -2.17
```

---

No. 2
# C21H13ClN2O6

C21H13ClN2O6 in the gas phase (the ωB97M-V functional and the def2-TZVPD basis, the OMol25 dataset).

Properties
SMILES: O=C(Nc1ccc(Cl)cc1C(=O)O)c1ccc2c(c1)C(=O)N(Cc1ccco1)C2=O
Molecular weight in g mol⁻¹: 424.80
Total energy in hartree: -1829.2834
HOMO energy in eV: -8.795
HOMO-LUMO gap in eV: 8.018

```
43
C21H13ClN2O6 | the OMol25 dataset | the ωB97M-V functional and the def2-TZVPD basis
O 2.17 -3.53 0.94
C 2.18 -2.38 0.57
N 3.33 -1.63 0.63
C 3.52 -0.27 0.47
C 2.50 0.65 0.76
C 2.70 2.00 0.59
C 3.93 2.48 0.15
Cl 4.16 4.17 -0.07
C 4.96 1.60 -0.10
C 4.78 0.23 0.07
C 5.92 -0.68 -0.16
O 5.93 -1.87 0.09
O 6.99 -0.07 -0.67
C 0.97 -1.75 -0.06
C 1.07 -1.12 -1.30
C -0.05 -0.61 -1.94
C -1.27 -0.75 -1.30
C -1.38 -1.39 -0.07
C -0.27 -1.91 0.56
C -2.81 -1.39 0.33
O -3.33 -1.84 1.32
N -3.47 -0.75 -0.70
C -4.91 -0.51 -0.69
C -5.25 0.67 0.16
C -5.27 0.82 1.52
C -5.63 2.17 1.75
C -5.81 2.73 0.53
O -5.57 1.83 -0.44
C -2.63 -0.33 -1.72
O -2.98 0.24 -2.72
H 4.19 -2.17 0.75
H 1.56 0.29 1.14
H 1.90 2.69 0.82
H 5.93 1.97 -0.41
H 7.71 -0.71 -0.78
H 2.04 -1.03 -1.77
H 0.02 -0.13 -2.90
H -0.34 -2.43 1.51
H -5.21 -0.31 -1.72
H -5.40 -1.41 -0.31
H -5.05 0.07 2.24
H -5.75 2.65 2.71
H -6.09 3.72 0.22
```

---

No. 3
# C3H8N3O

A molecular structure, C3H8N3O at a distorted geometry (the ωB97M-V functional and the def2-TZVPD basis, the OMol25 dataset).

Properties
Molecular weight in g mol⁻¹: 102.12
Total energy in hartree: -358.2467
HOMO energy in eV: -13.450
HOMO-LUMO gap in eV: 10.015
Net charge: +1

```
15
C3H8N3O | the OMol25 dataset | the ωB97M-V functional and the def2-TZVPD basis
C -0.60 1.30 -0.18
C -0.37 -0.85 0.46
C 1.74 0.49 0.12
N 0.28 0.36 0.16
N -1.87 1.00 -0.08
N -0.04 -1.87 -0.31
O -2.15 -0.25 0.12
H -0.22 2.35 -0.39
H -0.21 -1.10 1.63
H 2.02 0.40 -0.85
H 2.20 1.55 0.48
H 1.99 -0.35 0.73
H -2.68 1.41 -0.46
H -0.24 -2.82 -0.14
H 0.14 -1.61 -1.28
```

---

No. 4
# C59H103N3O11

A molecular structure, C59H103N3O11 at a distorted geometry (the ωB97M-V functional and the def2-TZVPD basis, the OMol25 dataset).

Properties
Molecular weight in g mol⁻¹: 1030.48
Total energy in hartree: -3298.2684
HOMO energy in eV: -6.872
HOMO-LUMO gap in eV: 7.262

```
176
C59H103N3O11 | the OMol25 dataset | the ωB97M-V functional and the def2-TZVPD basis
C -2.78 -1.59 -3.23
C -4.26 -1.45 -3.05
C -4.49 0.05 -2.77
O -3.20 0.66 -3.00
C -2.18 -0.29 -2.72
H -2.63 -1.66 -4.30
H -2.32 -2.50 -2.83
H -4.54 -2.07 -2.20
H -4.75 -1.70 -3.99
H -4.91 0.19 -1.78
H -5.22 0.49 -3.45
H -1.93 -0.32 -1.66
H -1.22 0.02 -3.12
C 0.54 3.35 -3.09
C -0.26 4.47 -2.45
C -0.81 3.83 -1.14
O -0.15 2.60 -1.03
C 0.14 2.09 -2.33
H 1.62 3.43 -3.01
H 0.27 3.12 -4.12
H -1.13 4.76 -3.03
H 0.42 5.31 -2.39
H -1.89 3.65 -1.16
H -0.62 4.45 -0.27
H -0.82 1.76 -2.73
H 0.76 1.20 -2.28
C 0.13 -1.58 2.87
C -0.04 -2.24 4.24
C 1.43 -2.57 4.52
O 2.04 -2.89 3.29
C 1.38 -2.19 2.27
H 0.28 -0.52 3.09
H -0.68 -1.60 2.15
H -0.65 -3.15 4.21
H -0.42 -1.54 4.98
H 1.45 -3.43 5.19
H 1.94 -1.69 4.90
H 1.18 -2.93 1.49
H 2.05 -1.46 1.82
C 5.23 -1.19 1.94
C 5.44 -0.50 0.61
C 4.08 0.09 0.35
O 3.18 -0.91 0.94
C 3.79 -1.70 1.93
H 5.37 -0.44 2.73
H 5.91 -2.02 2.12
H 5.66 -1.29 -0.11
H 6.29 0.19 0.64
H 3.84 0.12 -0.71
H 3.97 1.04 0.88
H 3.85 -2.71 1.53
H 3.32 -1.64 2.92
C 0.84 3.31 2.28
C -0.37 2.48 2.27
C -1.13 3.14 1.08
O -0.69 4.50 1.02
C 0.35 4.67 1.92
H 1.58 2.94 1.57
H 1.22 3.29 3.30
H -0.93 2.66 3.19
H -0.25 1.41 2.09
H -2.22 3.01 1.08
H -0.78 2.61 0.20
H -0.04 5.16 2.81
H 1.19 5.20 1.45
C -0.14 -3.93 -1.70
C -1.12 -5.06 -1.64
C -2.46 -4.32 -2.08
O -2.29 -3.03 -1.56
C -0.96 -2.83 -1.07
H 0.30 -3.66 -2.66
H 0.70 -4.09 -1.02
H -1.21 -5.44 -0.63
H -0.85 -5.82 -2.38
H -3.28 -4.89 -1.64
H -2.64 -4.24 -3.16
H -0.85 -2.83 0.01
H -0.65 -1.83 -1.38
C 0.81 -0.05 -2.64
C 0.36 -1.48 -2.57
C 1.21 -2.24 -3.60
O 2.37 -1.42 -3.80
C 1.91 -0.06 -3.75
H 1.25 0.25 -1.69
H -0.07 0.54 -2.92
H -0.72 -1.57 -2.73
H 0.56 -1.87 -1.57
H 0.64 -2.35 -4.52
H 1.60 -3.18 -3.21
H 1.54 0.12 -4.76
H 2.70 0.67 -3.55
C -1.74 -0.48 3.36
C -2.79 0.56 3.67
C -2.85 1.43 2.42
O -2.20 0.73 1.40
C -1.20 -0.12 1.98
H -2.25 -1.45 3.34
H -0.99 -0.47 4.15
H -2.67 1.19 4.54
H -3.74 0.08 3.91
H -2.31 2.38 2.48
H -3.90 1.63 2.17
H -0.25 0.41 2.04
H -1.06 -1.00 1.35
C 3.37 -3.78 -0.15
C 4.02 -2.77 -1.06
C 2.90 -2.44 -2.00
O 1.76 -2.50 -1.16
C 1.96 -3.23 -0.02
H 3.86 -3.89 0.81
H 3.27 -4.66 -0.79
H 4.88 -3.20 -1.58
H 4.35 -1.85 -0.58
H 2.80 -3.17 -2.81
H 3.08 -1.45 -2.42
H 1.17 -3.98 -0.03
H 1.84 -2.58 0.85
C -5.11 2.38 -0.48
C -3.74 1.94 -1.02
C -2.95 1.68 0.20
O -3.43 2.67 1.19
C -4.70 3.17 0.73
H -5.68 1.50 -0.18
H -5.77 2.93 -1.16
H -3.44 2.79 -1.62
H -3.76 1.01 -1.59
H -1.94 1.93 -0.14
H -3.12 0.66 0.52
H -4.60 4.22 0.44
H -5.50 3.06 1.47
C 2.84 1.82 3.97
C 2.11 0.50 3.77
C 1.70 0.44 2.27
O 2.38 1.59 1.72
C 3.42 2.10 2.58
H 3.63 1.83 4.71
H 2.24 2.70 4.22
H 1.29 0.46 4.47
H 2.82 -0.28 4.03
H 0.62 0.51 2.13
H 1.93 -0.46 1.71
H 3.63 3.14 2.32
H 4.25 1.45 2.32
N 3.82 3.55 -2.72
C 4.24 2.41 -3.35
C 3.84 1.16 -2.87
C 3.00 1.09 -1.80
C 2.56 2.21 -1.15
C 2.99 3.46 -1.58
H 4.84 2.47 -4.24
H 4.28 0.32 -3.38
H 2.62 0.12 -1.50
H 1.95 2.20 -0.25
H 2.69 4.39 -1.12
N -0.05 -1.53 -0.09
C -1.01 -0.61 -0.30
C -0.78 0.76 -0.32
C 0.50 1.24 -0.07
C 1.54 0.37 0.20
C 1.20 -1.01 0.16
H -2.04 -0.95 -0.34
H -1.63 1.41 -0.51
H 0.66 2.31 -0.07
H 2.55 0.73 0.33
H 2.04 -1.68 0.27
N -5.16 -1.60 -1.00
C -6.00 -0.87 -0.20
C -5.64 -0.31 1.01
C -4.35 -0.50 1.48
C -3.42 -1.16 0.66
C -3.88 -1.70 -0.55
H -6.98 -0.94 -0.65
H -6.37 0.15 1.66
H -4.05 -0.14 2.45
H -2.38 -1.19 0.95
H -3.16 -2.12 -1.24
```

---

No. 5
# C38H82N6O11

11 unconnected molecules or ions with the total composition C38H82N6O11 at a distorted geometry (the ωB97M-V functional and the def2-TZVPD basis, the OMol25 dataset).

Properties
SMILES: CN(C)C=O.CN(C)C=O.CN(C)C=O.CN(C)C=O.CN(C)C=O.CN(C)C=O.C1CCOC1.C1CCOC1.C1CCOC1.C1CCOC1.C1CCOC1
Molecular weight in g mol⁻¹: 799.11
Total energy in hartree: -2652.9290
HOMO energy in eV: -9.140
HOMO-LUMO gap in eV: 9.277

```
137
C38H82N6O11 | the OMol25 dataset | the ωB97M-V functional and the def2-TZVPD basis
C 8.42 4.64 -5.75
N 7.35 3.63 -5.76
C 7.78 2.28 -5.32
C 6.06 4.04 -5.57
O 5.24 3.32 -4.97
H 8.33 5.18 -4.81
H 8.36 5.17 -6.70
H 9.38 4.15 -5.61
H 6.97 1.54 -5.24
H 8.47 1.79 -6.01
H 8.32 2.23 -4.38
H 5.88 5.01 -6.07
C 1.23 7.64 -1.88
N -0.05 8.26 -1.81
C -0.38 8.95 -3.07
C -0.63 8.61 -0.61
O -1.68 9.18 -0.45
H 1.05 6.57 -1.83
H 1.79 7.82 -0.96
H 1.83 7.84 -2.77
H -1.33 9.47 -3.07
H 0.40 9.70 -3.17
H -0.25 8.25 -3.90
H -0.12 8.17 0.26
C -1.99 0.02 -6.79
N -3.26 -0.40 -6.30
C -3.21 -1.19 -5.07
C -4.37 -0.07 -6.93
O -5.51 -0.34 -6.64
H -1.72 -0.58 -7.65
H -1.19 0.18 -6.06
H -2.13 1.05 -7.12
H -2.45 -0.88 -4.35
H -4.09 -1.03 -4.46
H -3.01 -2.25 -5.18
H -4.11 0.54 -7.81
C -6.51 -4.32 6.07
N -5.22 -4.78 6.16
C -5.05 -5.80 7.14
C -4.30 -4.43 5.27
O -3.08 -4.84 5.45
H -6.80 -3.60 5.31
H -6.69 -3.67 6.93
H -7.25 -5.11 6.00
H -4.06 -5.97 7.57
H -5.68 -5.50 7.97
H -5.53 -6.67 6.70
H -4.72 -3.71 4.54
C 1.33 -0.93 8.15
N 1.58 0.31 8.76
C 2.89 0.51 9.30
C 0.58 1.21 8.80
O 0.69 2.35 9.26
H 1.90 -0.97 7.22
H 0.30 -0.97 7.79
H 1.54 -1.84 8.70
H 3.45 1.24 8.71
H 2.79 0.99 10.27
H 3.57 -0.34 9.36
H -0.38 0.74 8.53
C 6.92 -3.79 -0.87
N 8.36 -3.59 -0.35
C 9.34 -4.81 -0.53
C 8.69 -2.26 -0.19
O 9.82 -1.89 -0.04
H 6.49 -4.77 -0.70
H 6.82 -3.67 -1.95
H 6.29 -3.04 -0.39
H 10.29 -4.60 -0.03
H 9.05 -5.82 -0.23
H 9.58 -4.86 -1.59
H 7.80 -1.61 -0.25
C -7.59 -6.28 0.35
C -6.63 -6.74 -0.64
C -5.63 -5.54 -0.75
O -6.27 -4.48 -0.04
C -7.68 -4.77 0.13
H -7.32 -6.58 1.36
H -8.63 -6.54 0.11
H -7.02 -7.01 -1.62
H -6.10 -7.63 -0.30
H -5.55 -5.20 -1.79
H -4.55 -5.65 -0.61
H -8.28 -4.45 -0.73
H -8.15 -4.18 0.92
C -0.10 1.53 0.42
C -0.51 0.56 1.54
C -0.30 -0.79 0.80
O 0.63 -0.57 -0.21
C 1.10 0.80 -0.23
H 0.32 2.50 0.70
H -0.91 1.73 -0.28
H -1.54 0.74 1.82
H 0.24 0.63 2.32
H -1.28 -1.09 0.42
H 0.07 -1.55 1.48
H 1.33 1.25 -1.19
H 2.00 0.86 0.37
C 2.17 -6.13 -6.78
C 1.72 -5.36 -5.56
C 2.49 -4.03 -5.61
O 3.76 -4.43 -6.13
C 3.56 -5.50 -7.10
H 1.39 -5.94 -7.52
H 2.20 -7.22 -6.78
H 2.15 -6.04 -4.82
H 0.65 -5.31 -5.38
H 2.57 -3.73 -4.57
H 2.02 -3.26 -6.22
H 4.24 -6.35 -7.05
H 3.61 -5.21 -8.15
C -8.67 1.66 -0.87
C -7.64 2.37 0.07
C -8.46 3.56 0.43
O -9.76 3.41 -0.09
C -10.04 2.11 -0.39
H -8.69 0.57 -0.89
H -8.45 1.86 -1.92
H -6.68 2.69 -0.32
H -7.46 1.61 0.83
H -8.03 4.50 0.09
H -8.40 3.56 1.52
H -10.71 2.29 -1.23
H -10.58 1.56 0.38
C 5.47 5.22 6.07
C 4.85 4.21 5.07
C 3.55 4.89 4.51
O 3.67 6.30 4.91
C 4.46 6.36 6.12
H 6.41 5.69 5.77
H 5.70 4.81 7.06
H 4.58 3.26 5.54
H 5.58 4.11 4.27
H 2.68 4.31 4.82
H 3.55 4.78 3.43
H 3.73 6.23 6.92
H 4.98 7.32 6.18
```

---

No. 6
# C9H6F3N3

A molecular structure, C9H6F3N3 at a distorted geometry (the ωB97M-V functional and the def2-TZVPD basis, the OMol25 dataset).

Properties
Molecular weight in g mol⁻¹: 213.16
Total energy in hartree: -810.1065
HOMO energy (alpha / beta) in eV: -5.243 / -9.156
HOMO-LUMO gap (alpha / beta) in eV: 5.999 / 5.830
Multiplicity: 3

```
21
C9H6F3N3 | the OMol25 dataset | the ωB97M-V functional and the def2-TZVPD basis
C -0.04 1.54 0.69
C 0.09 1.76 -0.67
C -0.06 2.83 1.23
C 0.08 -0.13 -1.39
C 1.06 -0.78 0.93
C -1.18 -0.79 0.79
C -0.08 0.15 1.14
C 0.01 -0.81 -0.15
C -0.23 3.21 2.66
N 0.03 3.75 0.28
N 0.13 -0.23 -2.61
N 0.12 3.08 -0.87
F -1.52 3.45 2.98
F 0.18 2.23 3.49
F 0.46 4.31 3.01
H 2.03 -0.35 0.69
H 1.13 -1.66 1.56
H -1.32 -1.66 1.41
H -2.11 -0.36 0.42
H 0.12 -1.14 -3.06
H 0.21 3.58 -1.74
```